DFT (wB97M-V/def2-TZVPD) results for a structure of composition C11H24CoF8N2O11S4 at a distorted geometry.

The total energy is -140002.397 eV. The value obtained for the energy above the lowest of the compared OMol25 structures with the same formula, charge and spin is 372.5 kJ/mol. The expectation value of S² is 3.76. The spin multiplicity is 4. The LUMO energy (spin up / spin down) comes out at -0.57 / -1.32 eV. The calculation puts the frontier orbital gap (spin up / spin down) at 10.5 / 9.8 eV.

Last column: Löwdin spin population.
CARTESIAN COORDINATES (ANGSTROEM)
1 Co -8.9210 -27.6430 14.0419  2.7632
2 N -7.2200 -27.7522 13.1012  0.0321
3 S -5.8896 -26.9537 12.9484  0.0063
4 O -5.5635 -26.3224 11.6552  0.0084
5 O -4.7289 -27.4137 13.7489  0.0036
6 F -6.3872 -25.7190 13.8668  0.0003
7 S -6.7590 -28.9270 11.8880  0.0040
8 O -5.5470 -29.7313 12.0972  0.0077
9 O -7.1965 -28.6216 10.5296  0.0009
10 F -7.9396 -29.9835 12.3490  0.0039
11 C -11.6512 -27.0436 17.0053  0.0013
12 F -11.3611 -25.7571 16.6801  0.0002
13 F -10.6673 -27.5569 17.7514  0.0001
14 F -12.7818 -26.8828 17.6897  0.0004
15 S -11.9142 -28.0894 15.3717  0.0042
16 O -13.0396 -29.0043 15.6063  0.0049
17 O -12.2332 -27.0786 14.3350  0.0011
18 N -10.2846 -28.6913 14.9944  0.0290
19 S -10.3519 -30.1955 15.4604  0.0059
20 O -9.0603 -30.8264 15.4024  0.0012
21 O -11.0322 -30.4360 16.7337  0.0043
22 C -11.2970 -31.0799 14.0011  0.0019
23 F -12.5565 -30.6633 13.8964  0.0001
24 F -10.6542 -30.9121 12.8751  0.0004
25 F -11.4437 -32.4098 14.2387  0.0007
26 C -10.9389 -24.0967 14.2572  0.0010
27 C -9.7528 -24.6269 13.5109  0.0024
28 C -8.6448 -23.5775 13.3279  0.0005
29 O -9.1909 -25.6041 14.3844  0.0327
30 H -11.7102 -24.8660 14.2215  0.0000
31 H -11.3591 -23.1909 13.8201  0.0003
32 H -10.7554 -23.8626 15.3058  0.0001
33 H -10.0177 -24.9671 12.5098  0.0000
34 H -8.2706 -23.2501 14.2979  0.0000
35 H -8.8998 -22.6163 12.8816  0.0002
36 H -7.8140 -23.9872 12.7534  0.0000
37 H -8.9927 -25.1010 15.1776  0.0009
38 C -5.5318 -27.9869 16.8607  0.0004
39 C -6.9466 -28.5117 16.8800  0.0021
40 C -7.5305 -28.4571 18.2449  0.0008
41 O -7.7670 -27.6231 16.1076  0.0247
42 H -4.8391 -28.6233 17.4113  0.0002
43 H -5.4288 -26.9913 17.2923  0.0000
44 H -5.2127 -28.1200 15.8270  0.0000
45 H -6.9702 -29.5256 16.4806  0.0000
46 H -6.9332 -29.0283 18.9556  0.0003
47 H -8.4740 -29.0017 18.2801  0.0000
48 H -7.7312 -27.4170 18.5018  0.0000
49 H -7.7001 -26.7274 16.4466  0.0001
50 C -11.7147 -26.8988 10.9194  0.0016
51 C -11.0059 -28.0957 11.5332  0.0046
52 C -10.4061 -29.0116 10.3832  0.0007
53 O -9.9700 -27.6200 12.2396  0.0395
54 H -11.0147 -26.1669 10.5161  0.0000
55 H -12.2948 -26.3331 11.6484  0.0000
56 H -12.4242 -27.3007 10.1961  0.0004
57 H -11.7260 -28.6129 12.1673  0.0001
58 H -10.0732 -29.9979 10.7062  0.0000
59 H -9.5934 -28.5399 9.8309  0.0000
60 H -11.1427 -29.1311 9.5886  0.0002
61 H -9.5372 -26.9960 11.6523  0.0002